[1]
Molecular formula: C6H17NO
Method: DFT, ωB97M-V/def2-TZVPD

XYZ file:
```
25
Properties=species:S:1:pos:R:3:forces:R:3
H 2.806417 -1.248943 -1.415518 0.5353 -0.4324 0.6676
H 1.207647 -3.130800 -1.103804 -0.4233 -0.4786 -0.5169
H -3.388970 1.061346 1.209407 -1.1802 0.1337 -0.5867
H 2.108569 1.054828 -0.977240 0.3236 0.3014 0.3364
C -1.467770 1.727496 0.468526 1.9541 0.0723 2.9882
H 1.674346 0.212419 -2.482216 -0.7610 0.7200 1.0542
H -1.267977 2.443264 1.328407 -1.5297 -0.5047 -0.8161
C 1.839224 -1.173767 -0.928911 -0.4245 2.6469 -1.2858
H 0.237613 0.464495 0.981135 -0.7356 0.7244 0.0988
H 1.146206 -2.231818 -2.682055 0.3590 -0.2432 0.0720
C 1.439269 0.313388 -1.369933 0.0468 -2.5377 -1.5917
H 1.902975 -1.214953 0.147903 0.0353 -0.4747 0.3159
C 0.953978 -2.200391 -1.608445 -0.1852 0.0144 0.4170
H -0.696505 -0.092124 -1.141487 -0.6649 -1.2299 -0.2853
H -2.095215 0.172211 1.751848 -0.0915 0.3302 -0.3647
N -0.034738 1.247862 0.375762 -1.1910 -0.4849 -3.5332
H -0.327711 1.465809 -1.764255 0.1747 -0.0663 0.5827
H -1.737816 2.292817 -0.411987 0.2047 0.0968 -0.2069
H -0.565391 -1.163511 2.089008 -0.0110 -0.1031 0.1564
O 0.058462 -0.697965 2.656249 0.0867 -0.1440 0.0195
H -0.141537 -0.976808 3.554128 -0.0056 -0.0451 0.0181
H -0.125580 -2.001938 -1.567957 0.2428 -0.1307 0.5191
C -2.490521 0.640432 0.819578 1.9941 -0.1997 2.0656
C 0.003874 0.691308 -1.045677 1.8817 1.8250 0.6836
H -2.530209 -0.219971 0.170880 -0.6353 0.2099 -0.8078
```
Positions in Å, forces in eV/Å.

Properties
Relative energy (zero: lowest compared OMol25 entry of this formula, charge and spin)   1.6475 eV
Total charge   0
M   119.21 g mol⁻¹
Structure (SMILES)   CCCCNCC.O
HOMO-LUMO gap   9.23 eV

=====

[2]
Molecular formula: C22H33F4N2O3
Method: DFT, ωB97M-V/def2-TZVPD

XYZ file:
```
64
Properties=species:S:1:pos:R:3:forces:R:3
F 0.800784 -3.296442 -0.510086 1.0384 -0.7283 0.0270
C -1.104941 -4.328879 3.079551 -0.0680 -0.1167 0.3045
H -3.230792 3.101344 1.416690 0.1137 0.3402 -0.0592
C -0.060896 -2.328645 -0.328843 0.2231 0.0031 -0.7464
O 2.620339 1.155389 -1.924395 -0.2413 -0.2885 -0.4582
C 2.902640 -1.465829 -0.632768 1.0065 -0.0435 -0.4029
H 2.568600 3.829642 0.164316 -0.0256 0.3551 -0.0460
C 3.105019 2.505905 -1.963317 1.3740 0.6369 -0.2750
H 2.318577 3.254806 -1.892452 -0.3755 -0.3120 0.0545
C -3.006865 2.506465 0.532283 0.0182 -0.1381 0.9086
C -1.861201 -5.422205 3.475549 -0.0857 -0.1276 0.0575
H -2.111111 -5.004459 6.673895 0.0308 0.0572 0.0135
H -3.677877 3.813070 -3.680157 0.0400 -0.1161 -0.2274
H -2.585435 0.920451 1.845421 0.1152 -0.0746 0.2000
H 1.351317 -2.616448 -2.765403 0.0133 -0.3349 -0.2517
H -5.131886 2.132014 0.776345 -0.1225 0.0782 -0.0064
H -2.010354 -0.653510 0.427296 0.0817 -0.1343 -0.0101
H 4.711096 1.939720 -0.580156 0.2110 -0.1870 -0.3983
H 3.726582 -0.858757 -0.269562 -0.0766 0.2537 0.1698
C 3.599197 3.529397 0.343715 0.0561 -0.9561 -0.6332
F -0.605815 -2.471008 0.843195 -0.2865 0.3832 1.3630
C 4.192666 2.830343 -0.927101 -0.9827 0.5021 0.9743
H -0.754632 -2.978920 6.155771 -0.0119 -0.0250 0.0181
H 2.574378 1.039069 0.129531 0.4314 0.2930 -0.1824
H -0.102388 -2.561150 3.783880 0.0033 -0.0038 0.0231
H -0.546719 0.268153 -1.727900 0.0437 0.0377 -0.0925
C -1.793878 0.305385 -0.032178 0.7128 0.0350 0.5663
H 3.552141 2.784438 1.137112 0.1543 0.2812 0.3934
H -0.847049 -4.194870 2.046849 0.0064 -0.1589 -0.0776
C -3.985616 2.281401 -2.227914 0.1168 1.4893 -0.1167
F -0.991663 -2.453489 -1.239663 -1.0997 -0.0189 -1.0632
H 4.919812 3.499973 -1.371764 0.1095 -0.0665 -0.2422
C 2.185834 -1.997108 -3.078188 0.1606 0.8177 0.6172
H 3.727066 -2.968397 -1.947145 0.0239 -0.1034 0.2624
H 1.805293 -0.979486 -3.192474 -0.0542 0.0037 -0.2069
H 4.115965 -1.356592 -2.433437 0.0636 0.2619 0.0937
C -2.054699 1.401712 1.025533 -0.9235 -0.2883 -0.4314
C -0.365422 0.284169 -0.641109 -0.9606 -0.5655 -0.4595
O -4.804595 2.557681 -1.178896 0.3469 0.6866 0.5656
C -0.694947 -3.429197 4.050165 0.0237 0.0481 -0.0536
C -4.351761 1.946339 0.048442 -0.1528 -0.1472 -0.6272
H 2.581134 -2.289620 -4.043182 -0.1106 -0.2958 -0.0715
H -2.535376 3.181548 -0.173728 0.0022 -0.0891 -0.3046
N -2.213976 -5.658474 4.736897 0.0834 0.1468 -0.0424
H 3.541909 2.622706 -2.948243 -0.1145 -0.3202 -0.2389
H -2.482724 0.371490 -0.863331 -0.1693 0.1913 -0.0887
F 0.113440 2.422455 -1.342195 0.3416 0.7420 -0.2928
C 3.313151 -1.967270 -2.036353 -0.4504 -0.3294 -0.5118
C 0.567908 1.484021 -0.481673 0.3801 -1.6494 0.1145
C 1.983101 0.855417 -0.773706 -0.9362 0.7558 1.4658
C -3.167956 3.406236 -2.811482 -0.2744 0.7043 0.7216
H -2.178760 3.046905 -3.067784 -0.0096 -0.2084 -0.3024
H 4.190443 4.386004 0.639094 -0.0126 0.0539 0.2491
H -3.045821 4.229912 -2.112267 -0.1305 0.0555 0.0861
C -1.809856 -4.783357 5.656027 -0.0876 -0.1351 0.0423
H -4.320495 0.870548 -0.133475 0.0671 -0.0575 0.1414
C -1.053655 -3.656638 5.367938 0.0138 0.0261 -0.0273
H 2.809315 -2.267922 0.086112 -0.4824 -0.1283 -0.0014
N 1.714715 -0.591300 -0.630660 1.8560 -1.4526 -0.4157
O -3.931822 1.205512 -2.703304 0.2047 -2.3189 -0.5263
H 0.685223 1.878973 0.523260 -0.6444 0.2962 0.0623
C 0.507564 -0.944645 -0.514293 -0.7254 2.3303 0.5173
H -1.157215 1.827300 1.465164 0.1101 0.0221 -0.0804
H -2.207009 -6.151277 2.750553 0.0375 0.0318 -0.0403
```
Positions in Å, forces in eV/Å.

Properties
Total charge   +1
M   449.51 g mol⁻¹
HOMO-LUMO gap   7.19 eV

=====

[3]
Molecular formula: C7H9FeNO5
Method: DFT, ωB97M-V/def2-TZVPD

XYZ file:
```
23
Properties=species:S:1:pos:R:3:forces:R:3
C -1.827999 0.139737 -1.754570 -8.4166 -0.5121 0.1832
N -0.065686 -0.180277 2.222337 -1.6620 0.4372 2.6933
C 0.276712 1.783817 -2.136491 0.7534 11.8616 -1.2429
H -2.016379 -0.474231 1.410954 0.0719 0.1787 0.8664
C 0.442134 -0.305068 1.019284 -0.5169 0.0026 -3.9334
O -2.939126 0.046782 -1.464248 4.4591 0.4281 -1.3355
H 1.516331 -0.505385 0.710924 -1.0944 0.0830 0.9927
O 0.435155 2.914387 -1.930988 -0.5990 -4.5432 -1.1926
Fe 0.087058 0.184301 -1.503704 -2.4318 -0.2627 -0.4947
O 2.981862 0.108752 -1.933190 -4.7250 0.3162 0.8252
H -0.021399 -0.277432 4.277433 0.1847 0.0167 0.0740
H -1.949301 0.274641 3.059370 -0.0648 0.0730 0.4839
C 0.660722 -0.397213 3.437167 -1.0918 0.0602 0.1239
H 1.508129 0.308295 3.501665 0.2935 0.0902 -0.0334
H 0.334122 -0.255668 -5.433418 0.0023 0.8236 0.1095
H 0.337225 0.514226 -5.378593 -0.0036 -0.8199 -0.0171
C 0.343567 -1.454696 -2.060078 0.4272 -10.5467 0.2164
C -1.488170 0.230717 2.090721 -0.4271 0.1210 1.3496
O 0.455957 -2.514216 -1.591966 -0.3073 4.0076 -2.2865
H 1.107172 -1.407580 3.417910 0.2502 -0.1189 -0.0463
O -0.496906 -0.109824 0.157078 3.5454 -1.1206 2.8961
H -1.536948 1.205973 1.549283 0.0183 -0.3838 0.7034
C 1.855773 0.169970 -1.666880 11.3344 -0.1918 -0.9351
```
Positions in Å, forces in eV/Å.

Properties
Relative energy (zero: lowest compared OMol25 entry of this formula, charge and spin)   2.8420 eV
Total charge   +3
M   243.00 g mol⁻¹
HOMO-LUMO gap (spin up / spin down)   7.89 / 4.77 eV
Multiplicity   6

=====

[4]
Molecular formula: C3H5NOS
Method: DFT, ωB97M-V/def2-TZVPD

XYZ file:
```
11
Properties=species:S:1:pos:R:3:forces:R:3
H -2.019242 1.938966 -0.232053 0.9339 0.0516 0.9493
S 3.715622 -0.002320 0.074361 -1.9649 -1.2392 0.5293
C -2.076523 -0.163474 -0.239639 1.4191 1.2309 0.0904
H 2.707771 -0.839549 0.649819 1.7804 1.0308 -0.4792
H 2.753304 0.317892 -0.815772 0.3988 0.2465 -0.0364
C -0.022124 -0.471571 0.234792 -1.1638 -1.6408 0.3176
H 0.771508 -1.033486 0.643113 0.6233 -0.8653 -0.2521
C -1.484900 1.027994 0.066422 -1.1637 -1.0671 -1.2272
N -0.148623 0.767878 0.401072 -0.8939 1.9205 -0.3501
H -3.027449 -0.381428 -0.609511 -1.1908 -0.4241 -0.3954
O -1.169344 -1.160903 -0.172609 1.2216 0.7561 0.8538
```
Positions in Å, forces in eV/Å.

Properties
Relative energy (zero: lowest compared OMol25 entry of this formula, charge and spin)   1.8715 eV
Total charge   0
M   103.15 g mol⁻¹
Structure (SMILES)   c1cocn1.S
HOMO-LUMO gap   10.49 eV